1 | {"formula": "C40H49IN6O2SSbSr", "method": "ωB97M-V/def2-TZVPD", "symbols": ["Sr", "O", "C", "C", "C", "C", "C", "C", "C", "N", "C", "C", "N", "C", "C", "C", "C", "C", "C", "C", "O", "H", "H", "H", "H", "H", "H", "H", "H", "H", "H", "H", "H", "H", "H", "I", "C", "C", "C", "C", "C", "N", "H", "H", "H", "H", "N", "C", "C", "C", "C", "N", "C", "C", "H", "H", "H", "H", "S", "C", "N", "C", "C", "C", "C", "Sb", "C", "C", "C", "C", "C", "C", "C", "C", "H", "H", "H", "H", "H", "H", "H", "H", "H", "H", "H", "H", "H", "H", "H", "H", "H", "H", "H", "H", "H", "H", "H", "H", "H", "H", "H"], "positions_angstrom": [[0.354, -1.310, 0.896], [-1.202, -2.254, -0.736], [-1.729, -3.410, -0.864], [-1.807, -4.038, -2.144], [-2.433, -5.244, -2.322], [-3.041, -5.921, -1.251], [-2.971, -5.353, -0.003], [-2.311, -4.133, 0.227], [-2.253, -3.669, 1.592], [-1.516, -2.732, 2.059], [-1.626, -2.447, 3.479], [-1.819, -0.953, 3.674], [-0.706, -0.201, 3.095], [-0.385, 0.865, 3.728], [0.624, 1.855, 3.404], [0.705, 2.961, 4.270], [1.587, 3.994, 4.067], [2.441, 3.928, 2.955], [2.397, 2.867, 2.089], [1.484, 1.781, 2.263], [1.471, 0.810, 1.437], [-1.329, -3.525, -2.969], [-2.459, -5.685, -3.313], [-3.541, -6.868, -1.406], [-3.421, -5.857, 0.848], [-2.908, -4.215, 2.289], [-0.701, -2.757, 3.977], [-2.463, -2.991, 3.938], [-1.937, -0.724, 4.742], [-2.741, -0.658, 3.163], [-0.935, 1.107, 4.649], [0.032, 2.986, 5.122], [1.624, 4.836, 4.746], [3.148, 4.730, 2.776], [3.057, 2.812, 1.232], [1.041, -5.271, 2.708], [2.393, -3.723, 3.092], [3.681, -4.053, 3.492], [4.566, -3.018, 3.735], [4.135, -1.711, 3.584], [2.829, -1.491, 3.182], [1.966, -2.483, 2.930], [3.973, -5.087, 3.593], [5.583, -3.236, 4.036], [4.792, -0.871, 3.759], [2.455, -0.488, 3.021], [6.662, 3.611, -3.185], [6.059, 2.814, -2.619], [5.311, 1.816, -1.900], [5.967, 0.929, -1.053], [5.196, -0.009, -0.383], [3.879, -0.103, -0.506], [3.265, 0.749, -1.319], [3.932, 1.729, -2.041], [7.039, 0.970, -0.924], [5.665, -0.725, 0.283], [2.192, 0.643, -1.405], [3.392, 2.399, -2.695], [2.301, -3.363, -0.387], [2.074, -2.415, -1.746], [1.870, -1.743, -2.675], [-3.391, 0.360, 0.574], [-3.345, 0.681, -0.921], [-3.917, -0.526, -1.666], [-4.214, 1.899, -1.222], [-1.196, 0.905, -1.388], [-1.160, 0.743, -3.579], [0.187, 1.283, -4.062], [-2.288, 1.471, -4.303], [-1.209, -0.750, -3.911], [-0.839, 3.053, -1.017], [-1.277, 3.334, 0.423], [-1.479, 4.062, -1.963], [0.683, 3.218, -1.066], [-4.435, 0.231, 0.891], [-2.948, 1.145, 1.193], [-2.864, -0.576, 0.777], [-4.919, -0.739, -1.270], [-3.304, -1.416, -1.528], [-4.026, -0.342, -2.735], [-5.255, 1.665, -0.962], [-4.193, 2.168, -2.280], [-3.926, 2.778, -0.646], [0.287, 2.359, -3.904], [0.277, 1.100, -5.139], [1.020, 0.763, -3.581], [-2.299, 2.543, -4.100], [-3.269, 1.069, -4.047], [-2.158, 1.340, -5.386], [-0.385, -1.287, -3.438], [-1.113, -0.871, -4.998], [-2.145, -1.217, -3.604], [-2.361, 3.334, 0.544], [-0.909, 4.321, 0.730], [-0.857, 2.606, 1.122], [-2.565, 3.970, -2.011], [-1.087, 3.968, -2.977], [-1.247, 5.078, -1.619], [1.180, 2.520, -0.390], [0.954, 4.235, -0.756], [1.081, 3.062, -2.071]], "lowdin_charge": [1.134, -0.313, -0.401, -0.014, -0.100, -0.128, -0.078, -0.150, -0.150, -0.075, -0.251, -0.227, -0.024, -0.122, -0.161, -0.074, -0.124, -0.101, -0.029, -0.433, -0.267, 0.102, 0.096, 0.083, 0.100, 0.119, 0.086, 0.111, 0.110, 0.106, 0.115, 0.101, 0.085, 0.097, 0.105, 0.925, -0.805, -0.139, -0.066, -0.047, -0.121, -0.031, 0.088, 0.107, 0.108, 0.089, 0.147, -0.181, -0.232, -0.020, -0.124, 0.104, -0.143, 0.002, 0.111, 0.107, 0.068, 0.113, 0.395, -0.968, 0.046, -0.148, -0.684, -0.115, -0.119, 1.634, -0.697, -0.133, -0.116, -0.140, -0.694, -0.121, -0.117, -0.144, 0.087, 0.061, 0.049, 0.086, 0.056, 0.060, 0.082, 0.062, 0.053, 0.054, 0.085, 0.052, 0.056, 0.053, 0.082, 0.033, 0.086, 0.056, 0.057, 0.088, 0.059, 0.058, 0.059, 0.082, 0.034, 0.090, 0.050], "multiplicity": 1, "gap_ev": 6.90, "charge": -1}

2 | {"formula": "C40H49IN6O2SSbSr", "method": "ωB97M-V/def2-TZVPD", "symbols": ["Sr", "O", "C", "C", "C", "C", "C", "C", "C", "N", "C", "C", "N", "C", "C", "C", "C", "C", "C", "C", "O", "H", "H", "H", "H", "H", "H", "H", "H", "H", "H", "H", "H", "H", "H", "I", "C", "C", "C", "C", "C", "N", "H", "H", "H", "H", "N", "C", "C", "C", "C", "N", "C", "C", "H", "H", "H", "H", "S", "C", "N", "C", "C", "C", "C", "Sb", "C", "C", "C", "C", "C", "C", "C", "C", "H", "H", "H", "H", "H", "H", "H", "H", "H", "H", "H", "H", "H", "H", "H", "H", "H", "H", "H", "H", "H", "H", "H", "H", "H", "H", "H"], "positions_angstrom": [[-0.015, -1.059, 0.423], [1.479, 0.079, -1.040], [1.656, 0.359, -2.272], [2.905, 0.864, -2.755], [3.079, 1.243, -4.064], [2.040, 1.135, -5.005], [0.839, 0.607, -4.588], [0.612, 0.190, -3.266], [-0.662, -0.473, -3.034], [-1.125, -0.952, -1.944], [-2.390, -1.666, -1.929], [-2.293, -2.951, -1.085], [-2.059, -2.620, 0.308], [-3.009, -2.711, 1.160], [-2.994, -2.313, 2.555], [-4.013, -2.858, 3.358], [-4.076, -2.640, 4.715], [-3.084, -1.841, 5.309], [-2.088, -1.256, 4.564], [-2.011, -1.438, 3.153], [-1.138, -0.816, 2.454], [3.705, 0.956, -2.029], [4.041, 1.639, -4.375], [2.180, 1.458, -6.029], [0.032, 0.485, -5.308], [-1.263, -0.582, -3.950], [-2.730, -1.888, -2.950], [-3.148, -1.038, -1.449], [-1.451, -3.546, -1.451], [-3.219, -3.525, -1.214], [-3.945, -3.200, 0.848], [-4.760, -3.489, 2.881], [-4.862, -3.083, 5.314], [-3.104, -1.680, 6.382], [-1.306, -0.659, 5.022], [-0.134, -4.316, 3.161], [1.280, -4.729, 1.692], [2.331, -5.585, 1.996], [3.278, -5.832, 1.018], [3.138, -5.220, -0.217], [2.054, -4.382, -0.418], [1.128, -4.136, 0.518], [2.404, -6.020, 2.982], [4.119, -6.484, 1.224], [3.859, -5.371, -1.011], [1.924, -3.864, -1.362], [-0.079, -3.117, -8.619], [0.229, -3.127, -7.512], [0.610, -3.145, -6.123], [1.663, -2.367, -5.673], [1.978, -2.409, -4.319], [1.333, -3.172, -3.442], [0.328, -3.923, -3.895], [-0.081, -3.944, -5.216], [2.212, -1.717, -6.339], [2.775, -1.781, -3.932], [-0.177, -4.540, -3.160], [-0.907, -4.564, -5.534], [2.584, -1.558, 2.138], [2.127, -1.056, 3.667], [1.821, -0.708, 4.738], [0.454, 2.497, 4.206], [-0.583, 3.100, 3.251], [-1.934, 2.424, 3.516], [-0.716, 4.596, 3.531], [0.050, 2.429, 1.258], [-1.523, 3.222, -0.079], [-1.028, 3.216, -1.526], [-2.082, 4.599, 0.258], [-2.641, 2.175, 0.013], [1.903, 3.551, 0.880], [2.990, 2.586, 1.364], [2.035, 4.881, 1.607], [2.097, 3.786, -0.616], [0.148, 2.692, 5.245], [1.445, 2.941, 4.072], [0.554, 1.414, 4.094], [-2.173, 2.511, 4.586], [-1.920, 1.358, 3.262], [-2.744, 2.909, 2.962], [-1.123, 4.720, 4.546], [-1.392, 5.101, 2.848], [0.237, 5.113, 3.505], [-0.397, 4.073, -1.751], [-1.895, 3.261, -2.201], [-0.468, 2.309, -1.776], [-1.299, 5.358, 0.331], [-2.637, 4.594, 1.196], [-2.780, 4.917, -0.531], [-2.308, 1.212, -0.395], [-3.502, 2.503, -0.587], [-2.990, 1.998, 1.034], [2.904, 2.359, 2.430], [3.978, 3.036, 1.193], [2.947, 1.631, 0.831], [2.069, 4.754, 2.690], [1.220, 5.569, 1.368], [2.977, 5.363, 1.306], [1.878, 2.902, -1.219], [3.148, 4.053, -0.798], [1.483, 4.613, -0.977]], "lowdin_charge": [1.168, -0.282, -0.417, -0.040, -0.102, -0.129, -0.096, -0.174, -0.128, -0.056, -0.219, -0.229, -0.080, -0.136, -0.201, -0.086, -0.127, -0.099, -0.036, -0.470, -0.329, 0.114, 0.098, 0.088, 0.108, 0.121, 0.109, 0.114, 0.091, 0.110, 0.120, 0.100, 0.084, 0.097, 0.109, 1.054, -0.817, -0.144, -0.075, -0.067, -0.144, -0.007, 0.088, 0.104, 0.100, 0.074, 0.156, -0.174, -0.226, -0.007, -0.109, 0.090, -0.129, -0.013, 0.120, 0.117, 0.105, 0.117, 0.399, -0.969, 0.008, -0.135, -0.696, -0.133, -0.116, 1.636, -0.707, -0.126, -0.124, -0.142, -0.708, -0.143, -0.128, -0.125, 0.087, 0.061, 0.043, 0.086, 0.049, 0.062, 0.083, 0.051, 0.048, 0.061, 0.086, 0.058, 0.072, 0.059, 0.080, 0.053, 0.085, 0.058, 0.066, 0.084, 0.055, 0.058, 0.070, 0.083, 0.053, 0.086, 0.066], "multiplicity": 1, "gap_ev": 6.17, "charge": -1}

Of them, 1 has the highest stability.

1 | {"formula": "C3H8NS", "method": "ωB97M-V/def2-TZVPD", "symbols": ["C", "C", "C", "N", "S", "H", "H", "H", "H", "H", "H", "H", "H"], "positions_angstrom": [[-0.317, -0.743, 0.518], [-1.565, -0.697, -0.418], [0.787, 0.206, 0.297], [0.410, 1.523, -0.380], [2.378, -0.405, 0.074], [-0.874, -0.496, 1.496], [-0.012, -1.792, 0.674], [-1.558, -0.138, -1.368], [-2.565, -0.879, 0.037], [0.914, 1.363, -1.220], [0.793, 2.200, 0.206], [-0.649, 1.480, -0.521], [2.259, -1.621, 0.605]], "nbo_charge": [-0.588, -0.291, -0.058, -0.708, 0.159, 0.272, 0.276, 0.164, 0.216, 0.449, 0.453, 0.473, 0.185], "multiplicity": 1, "gap_ev": [8.18, 7.95], "charge": 1}

2 | {"formula": "C3H8NS", "method": "ωB97M-V/def2-TZVPD", "symbols": ["C", "C", "C", "N", "S", "H", "H", "H", "H", "H", "H", "H", "H"], "positions_angstrom": [[-0.750, -0.704, 0.610], [1.806, -0.035, 0.243], [0.416, 0.184, -0.104], [-0.040, 1.006, -0.961], [-2.309, 0.291, 0.198], [-0.940, -1.535, 0.030], [2.231, -0.595, -0.555], [2.064, -0.330, 1.243], [2.062, 0.991, -0.018], [-1.073, -1.069, 1.645], [0.596, 1.726, -1.332], [-0.964, 0.811, -1.303], [-3.100, -0.741, 0.304]], "nbo_charge": [-0.591, -0.692, 0.540, -0.655, -0.042, 0.253, 0.293, 0.287, 0.244, 0.316, 0.442, 0.453, 0.153], "multiplicity": 1, "smiles": "CC(=[NH2+])CS", "gap_ev": 8.95, "charge": 1}

Of them, 2 has the highest stability.

1 | {"formula": "C5H8OS", "method": "ωB97M-V/def2-TZVPD", "symbols": ["C", "C", "C", "C", "C", "H", "H", "H", "H", "H", "H", "H", "H", "O", "S"], "positions_angstrom": [[0.048, 0.887, 0.443], [1.453, 0.332, 0.148], [1.180, -1.031, -0.428], [-0.077, -1.424, -0.223], [-0.860, -0.370, 0.525], [-1.173, 2.055, -0.464], [0.024, 1.426, 1.400], [1.999, 1.003, -0.549], [2.061, 0.250, 1.042], [1.916, -1.636, -0.914], [-0.491, -2.366, -0.508], [-0.966, -0.695, 1.585], [-2.255, -0.027, -1.369], [-0.295, 1.735, -0.625], [-2.564, -0.140, -0.063]], "nbo_charge": [0.095, -0.459, -0.165, -0.212, -0.390, 0.475, 0.167, 0.233, 0.217, 0.212, 0.218, 0.232, 0.134, -0.716, -0.041], "multiplicity": 1, "smiles": "O[C@@H]1CC=C[C@@H]1S", "gap_ev": 10.01}

2 | {"formula": "C5H8OS", "method": "ωB97M-V/def2-TZVPD", "symbols": ["C", "C", "C", "C", "C", "O", "S", "H", "H", "H", "H", "H", "H", "H", "H"], "positions_angstrom": [[3.397, 0.204, -1.562], [2.637, -0.291, -0.796], [1.431, -0.205, 1.187], [-3.057, -0.174, 0.498], [1.960, -0.958, 0.252], [-1.228, 1.471, -0.891], [-1.599, -0.165, -0.648], [3.991, 0.893, -2.042], [1.539, 0.876, 1.162], [0.826, -0.567, 1.991], [-1.773, 1.804, -1.558], [-3.567, -1.266, 0.433], [-3.695, 0.620, 0.098], [-2.642, -0.218, 1.580], [1.781, -2.024, 0.295]], "nbo_charge": [-0.224, -0.022, -0.309, -0.792, -0.292, -0.833, 0.453, 0.223, 0.199, 0.192, 0.473, 0.238, 0.235, 0.230, 0.228], "multiplicity": 1, "smiles": "C#CC=C.CSO", "gap_ev": 9.28}

Of them, 1 has the highest stability.

1 | {"formula": "C6H6O3", "method": "ωB97M-V/def2-TZVPD", "symbols": ["C", "C", "C", "C", "C", "C", "H", "H", "H", "H", "H", "H", "O", "O", "O"], "positions_angstrom": [[0.386, 0.738, -1.722], [-0.063, 0.776, 0.513], [1.088, 0.528, 1.263], [0.709, -0.594, 0.168], [-0.409, -1.611, 0.557], [-1.534, -0.873, 0.542], [-0.640, 0.096, -1.989], [0.802, 1.413, -2.523], [2.000, 1.188, 1.177], [0.976, 0.287, 2.320], [-0.761, -2.776, 0.209], [-2.623, -1.150, 0.455], [0.210, 1.657, -0.617], [1.308, -0.129, -1.043], [-1.450, 0.451, 0.690]], "nbo_charge": [0.208, 0.443, -0.435, 0.185, -0.392, 0.169, 0.156, 0.209, 0.263, 0.235, 0.253, 0.212, -0.519, -0.524, -0.463], "multiplicity": 1, "smiles": "C1=C[C@]23C[C@@]2(O1)OCO3", "gap_ev": 10.02}

2 | {"formula": "C6H6O3", "method": "ωB97M-V/def2-TZVPD", "symbols": ["C", "C", "C", "C", "C", "C", "O", "O", "O", "H", "H", "H", "H", "H", "H"], "positions_angstrom": [[-0.721, 1.151, 0.832], [1.754, -0.226, -0.702], [-0.118, 1.017, -0.547], [-0.332, -1.139, 0.454], [0.281, -0.495, -0.747], [-0.870, -0.264, 1.303], [2.271, 0.471, -1.638], [-0.251, -2.487, 0.537], [0.042, 1.864, -1.401], [1.609, 0.937, -2.232], [-0.667, -2.792, 1.352], [0.034, -0.963, -1.705], [-0.055, 1.747, 1.463], [-1.673, 1.687, 0.771], [-1.304, -0.507, 2.259]], "nbo_charge": [-0.536, 0.279, 0.649, 0.355, -0.546, -0.316, -0.617, -0.654, -0.545, 0.478, 0.485, 0.263, 0.248, 0.240, 0.216], "multiplicity": 1, "gap_ev": 8.03}

Of them, 2 has the highest stability.